i) The following is a quantum chemistry calculation of a cluster of 2 separate species, CNO4S in total, from OMol25.

Results
Total charge: -1
Highest occupied orbital energy in eV: -4.48
Frontier orbital gap in eV: 7.750

Element x y z (Å)
C: 1.69 0.28 -0.24
N: -1.44 -0.21 0.10
O: 1.55 1.18 -0.98
O: -1.26 -0.26 -1.09
O: -0.39 -0.07 0.80
O: -2.53 -0.24 0.63
S: 2.38 -0.68 0.77


ii) The following is a quantum chemistry calculation of a cluster of 2 separate species, CNO4S in total, from OMol25.

Results
Total charge: -1
Highest occupied orbital energy in eV: -4.79
Frontier orbital gap in eV: 8.288

Element x y z (Å)
C: 1.70 0.46 0.15
N: -1.15 -0.35 -0.11
O: 1.60 1.56 0.49
O: -1.44 0.61 -0.74
O: 0.04 -0.45 0.50
O: -1.90 -1.34 0.03
S: 2.35 -0.84 -0.46


Which one sits at the top of the stability order? i) does.


i) The following is a quantum chemistry calculation of a structure of composition C2H3Cl2N2P, from OMol25.

Results
Highest occupied orbital energy in eV: -9.32
Frontier orbital gap in eV: 9.177

Element x y z (Å)
C: -0.96 -0.57 0.22
C: -0.22 0.74 0.42
N: -0.44 -1.53 -0.43
N: 1.13 0.59 0.19
P: 0.97 -1.08 -1.15
Cl: -2.47 -0.68 0.88
Cl: -1.11 1.85 -0.93
H: -0.29 1.36 1.40
H: 1.62 1.36 -0.21
H: 1.77 -2.04 -0.40


ii) The following is a quantum chemistry calculation of a structure of composition C2H3Cl2N2P, from OMol25.

Results
Highest occupied orbital energy in eV: -10.13
Frontier orbital gap in eV: 8.832

Element x y z (Å)
C: -0.14 0.46 -0.49
C: -1.40 -0.09 0.29
N: 1.00 -0.12 0.04
N: -1.31 -0.60 1.46
P: 2.28 -0.54 -0.74
Cl: -0.27 0.51 -2.29
Cl: -0.18 2.18 -0.11
H: -2.34 -0.14 -0.28
H: -0.44 -0.57 1.83
H: 2.81 -1.10 0.30


Which one sits at the top of the stability order? i) does.


i) The following is a quantum chemistry calculation of a structure of composition C7H9N8RuSTe4, from OMol25.

Results
Total charge: +1
Highest occupied orbital energy (alpha / beta) in eV: -10.85 / -11.23
Frontier orbital gap (alpha / beta) in eV: 6.611 / 5.355
<S²>: 6.04
Multiplicity: 5

Element x y z (Å)
Ru: 0.11 -0.12 0.25
Te: 2.73 -0.13 -0.10
Te: 3.85 2.25 0.31
Te: 1.85 3.64 1.23
Te: -0.20 2.42 -0.03
N: -3.76 -1.82 -1.36
C: -2.92 -1.20 -0.53
N: -3.01 -1.42 0.76
S: -1.80 -0.09 -1.24
H: -4.53 -2.37 -1.03
H: -3.70 -1.64 -2.35
H: -3.71 -2.04 1.14
H: -2.43 -0.90 1.42
N: 1.35 -2.09 5.64
C: 0.85 -1.24 5.06
N: 0.29 -0.22 4.41
C: -0.17 -0.30 3.26
N: -0.63 -0.32 2.16
N: 0.74 -5.25 1.98
C: 0.68 -4.46 0.89
C: 0.53 -3.07 1.02
N: 0.44 -2.29 -0.04
C: 0.51 -2.86 -1.26
C: 0.65 -4.23 -1.36
N: 0.73 -5.03 -0.31
H: 0.92 -4.86 2.89
H: 0.98 -6.22 1.84
H: 0.48 -2.59 1.99
H: 0.45 -2.21 -2.12
H: 0.71 -4.68 -2.34


ii) The following is a quantum chemistry calculation of a structure of composition C7H9N8RuSTe4, from OMol25.

Results
Total charge: +1
Highest occupied orbital energy (alpha / beta) in eV: -11.04 / -11.25
Frontier orbital gap (alpha / beta) in eV: 6.709 / 5.388
<S²>: 6.04
Multiplicity: 5

Element x y z (Å)
Ru: -1.02 -1.05 0.76
Te: -3.64 -1.42 0.66
Te: -4.67 -0.40 2.87
Te: -2.59 -0.34 4.56
Te: -0.83 -1.83 3.21
N: 0.98 -3.53 -1.70
C: 1.34 -2.39 -1.14
N: 1.98 -1.48 -1.85
S: 1.09 -2.17 0.59
H: 1.08 -3.67 -2.71
H: 0.51 -4.22 -1.15
H: 2.11 -1.60 -2.85
H: 2.24 -0.61 -1.41
N: 0.96 -2.20 -4.49
C: -0.03 -1.75 -4.10
N: -1.14 -1.25 -3.61
C: -1.16 -0.97 -2.37
N: -1.19 -0.65 -1.24
N: 2.36 3.30 1.46
C: 1.08 2.88 1.37
C: 0.76 1.50 1.37
N: -0.50 1.10 1.27
C: -1.46 2.03 1.17
C: -1.13 3.37 1.16
N: 0.12 3.80 1.26
H: 3.09 2.68 1.74
H: 2.51 4.29 1.56
H: 1.52 0.74 1.46
H: -2.48 1.68 1.09
H: -1.90 4.12 1.07


Which one sits at the top of the stability order? ii) does.


i) The following is a quantum chemistry calculation of a structure of composition C50H50MnN8O3P2, from OMol25.

Results
Highest occupied orbital energy (alpha / beta) in eV: -6.51 / -6.50
Frontier orbital gap (alpha / beta) in eV: 6.748 / 6.744
<S²>: 0.80
Multiplicity: 2

Element x y z (Å)
Mn: 0.76 -0.05 -0.51
O: 3.08 -1.84 -3.68
C: 4.33 -1.46 -3.31
C: 5.39 -1.83 -4.13
C: 6.68 -1.46 -3.79
C: 6.93 -0.73 -2.64
C: 5.87 -0.36 -1.83
C: 4.56 -0.71 -2.14
C: 3.43 -0.30 -1.28
O: 2.28 -0.86 -1.52
N: 3.63 0.59 -0.36
N: 2.44 0.87 0.33
C: 2.63 1.73 1.28
C: 1.64 2.23 2.21
C: 2.01 3.27 3.08
C: 1.13 3.77 4.01
C: -0.15 3.20 4.10
C: -0.54 2.18 3.27
C: 0.35 1.66 2.29
O: -0.04 0.73 1.48
H: 2.50 -1.55 -2.93
H: 5.18 -2.40 -5.02
H: 7.50 -1.75 -4.44
H: 7.94 -0.45 -2.37
H: 6.03 0.21 -0.92
H: 3.64 2.10 1.39
H: 3.01 3.68 3.00
H: 1.42 4.58 4.67
H: -0.86 3.58 4.84
H: -1.53 1.75 3.33
C: 0.71 3.85 -3.32
N: 0.15 2.61 -3.84
C: -0.03 2.52 -5.28
C: 0.25 1.49 -3.06
N: 0.83 1.45 -1.92
N: -0.33 0.36 -3.63
C: -0.42 -0.92 -3.12
N: -0.76 -1.83 -4.11
N: -0.28 -1.21 -1.89
H: 0.36 4.68 -3.93
H: 1.80 3.85 -3.32
H: 0.35 4.02 -2.30
H: -0.05 3.53 -5.69
H: -0.98 2.06 -5.55
H: 0.79 1.97 -5.77
H: 1.33 2.30 -1.69
H: -0.93 0.52 -4.42
H: -0.30 -1.69 -4.99
H: -0.74 -2.79 -3.81
H: -0.31 -2.21 -1.72
C: -2.95 -0.27 0.81
N: -2.32 -0.90 1.95
C: -1.40 -1.99 1.64
P: 0.37 -1.74 1.07
C: 1.36 -1.67 2.60
C: 2.65 -2.22 2.60
C: 3.47 -2.08 3.71
C: 3.02 -1.40 4.83
C: 1.74 -0.86 4.84
C: 0.92 -1.00 3.73
C: 0.66 -3.50 0.58
C: 1.45 -3.73 -0.55
C: 1.74 -5.02 -0.97
C: 1.25 -6.11 -0.27
C: 0.47 -5.89 0.86
C: 0.19 -4.60 1.29
C: -3.19 -1.19 3.04
C: -4.58 -1.19 2.92
C: -5.39 -1.46 4.02
C: -4.83 -1.75 5.25
C: -3.45 -1.77 5.37
C: -2.64 -1.49 4.29
P: -1.88 0.80 -0.28
C: -2.17 2.50 0.34
C: -3.40 2.96 0.81
C: -3.53 4.26 1.28
C: -2.44 5.11 1.28
C: -1.21 4.67 0.81
C: -1.09 3.37 0.33
C: -2.95 0.84 -1.79
C: -3.11 2.03 -2.50
C: -3.66 2.05 -3.77
C: -4.08 0.87 -4.37
C: -3.94 -0.33 -3.68
C: -3.38 -0.34 -2.41
H: -3.75 0.36 1.17
H: -3.41 -1.02 0.15
H: -1.84 -2.63 0.85
H: -1.33 -2.62 2.53
H: 3.02 -2.74 1.72
H: 4.47 -2.50 3.69
H: 3.66 -1.29 5.70
H: 1.38 -0.32 5.71
H: -0.06 -0.54 3.73
H: 1.86 -2.88 -1.08
H: 2.37 -5.17 -1.84
H: 1.47 -7.12 -0.59
H: 0.09 -6.74 1.43
H: -0.40 -4.47 2.19
H: -5.06 -1.00 1.97
H: -6.46 -1.45 3.89
H: -5.47 -1.96 6.11
H: -2.99 -1.99 6.33
H: -1.57 -1.49 4.41
H: -4.27 2.31 0.80
H: -4.49 4.60 1.65
H: -2.54 6.12 1.66
H: -0.35 5.32 0.84
H: -0.13 2.99 0.00
H: -2.79 2.97 -2.04
H: -3.78 3.00 -4.29
H: -4.52 0.89 -5.36
H: -4.26 -1.25 -4.13
H: -3.25 -1.30 -1.91


ii) The following is a quantum chemistry calculation of a structure of composition C50H50MnN8O3P2, from OMol25.

Results
Highest occupied orbital energy (alpha / beta) in eV: -6.69 / -6.55
Frontier orbital gap (alpha / beta) in eV: 6.913 / 6.772
<S²>: 1.15
Multiplicity: 2

Element x y z (Å)
Mn: 0.22 0.28 -0.01
O: -3.34 2.76 -1.22
C: -3.77 3.02 0.04
C: -4.95 3.75 0.17
C: -5.44 4.06 1.43
C: -4.75 3.66 2.57
C: -3.58 2.94 2.43
C: -3.07 2.61 1.18
C: -1.82 1.80 1.07
O: -1.49 1.37 -0.12
N: -1.14 1.57 2.15
N: 0.02 0.84 1.85
C: 0.89 0.87 2.79
C: 2.26 0.42 2.68
C: 3.07 0.55 3.81
C: 4.41 0.23 3.80
C: 4.97 -0.19 2.59
C: 4.21 -0.31 1.45
C: 2.82 -0.04 1.45
O: 2.13 -0.26 0.37
H: -2.56 2.17 -1.10
H: -5.48 4.05 -0.73
H: -6.36 4.62 1.52
H: -5.13 3.91 3.55
H: -3.03 2.61 3.30
H: 0.59 1.36 3.72
H: 2.61 0.90 4.73
H: 5.02 0.33 4.69
H: 6.03 -0.43 2.54
H: 4.66 -0.64 0.52
C: -0.03 -0.31 -4.81
N: 0.14 1.03 -4.27
C: 0.84 1.93 -5.18
C: 0.29 1.16 -2.90
N: 0.44 0.19 -2.08
N: 0.18 2.48 -2.47
C: 0.57 2.98 -1.24
N: 0.29 4.31 -1.09
N: 1.12 2.23 -0.37
H: -0.46 -0.22 -5.80
H: -0.72 -0.89 -4.19
H: 0.92 -0.84 -4.88
H: 0.25 2.06 -6.08
H: 1.82 1.51 -5.45
H: 1.00 2.90 -4.72
H: 0.62 -0.69 -2.54
H: -0.46 3.04 -3.01
H: 0.14 4.90 -1.89
H: 0.57 4.76 -0.24
H: 1.42 2.73 0.46
C: -0.02 -4.24 -0.11
N: -1.30 -4.07 -0.79
C: -2.27 -3.29 -0.04
P: -2.18 -1.43 -0.25
C: -3.39 -1.18 -1.61
C: -3.02 -0.34 -2.65
C: -3.84 -0.13 -3.75
C: -5.07 -0.78 -3.81
C: -5.47 -1.61 -2.78
C: -4.64 -1.81 -1.69
C: -3.17 -1.03 1.25
C: -4.42 -0.41 1.24
C: -5.08 -0.13 2.43
C: -4.50 -0.45 3.64
C: -3.24 -1.04 3.67
C: -2.58 -1.32 2.48
C: -1.78 -5.09 -1.62
C: -1.29 -6.40 -1.59
C: -1.78 -7.36 -2.46
C: -2.77 -7.05 -3.38
C: -3.27 -5.75 -3.41
C: -2.78 -4.78 -2.56
P: 0.94 -2.63 -0.03
C: 1.77 -2.75 -1.67
C: 1.15 -3.39 -2.74
C: 1.75 -3.44 -3.99
C: 2.98 -2.84 -4.20
C: 3.60 -2.18 -3.14
C: 3.00 -2.13 -1.89
C: 2.22 -3.21 1.14
C: 3.28 -4.04 0.81
C: 4.20 -4.43 1.77
C: 4.08 -3.98 3.08
C: 3.02 -3.15 3.42
C: 2.10 -2.77 2.46
H: 0.58 -4.97 -0.64
H: -0.16 -4.59 0.92
H: -2.16 -3.50 1.03
H: -3.27 -3.63 -0.31
H: -2.07 0.18 -2.58
H: -3.53 0.53 -4.54
H: -5.72 -0.62 -4.67
H: -6.43 -2.11 -2.82
H: -4.97 -2.46 -0.88
H: -4.88 -0.12 0.30
H: -6.04 0.36 2.40
H: -5.01 -0.23 4.57
H: -2.76 -1.27 4.61
H: -1.58 -1.74 2.51
H: -0.54 -6.67 -0.86
H: -1.39 -8.36 -2.41
H: -3.15 -7.80 -4.05
H: -4.04 -5.48 -4.13
H: -3.15 -3.77 -2.62
H: 0.18 -3.86 -2.61
H: 1.25 -3.95 -4.80
H: 3.46 -2.88 -5.17
H: 4.57 -1.70 -3.29
H: 3.48 -1.60 -1.08
H: 3.39 -4.39 -0.21
H: 5.03 -5.07 1.49
H: 4.81 -4.27 3.82
H: 2.92 -2.79 4.44
H: 1.29 -2.09 2.73


Which one sits at the top of the stability order? ii) does.